# 1
ORCA calculation (the ωB97M-V functional and the def2-TZVPD basis) on 7 unconnected molecules or ions with the total composition C39H91N5O7.

XYZ file:
```
142
Properties=species:S:1:pos:R:3:forces:R:3:lowdin_charge:R:1
C -2.186391 -18.332325 4.933841 1.0 -0.9 -0.8 -0.013
H -2.881643 -19.070122 -1.423145 0.5 0.4 -0.3 0.089
C -4.409255 -17.656750 -0.866212 1.5 -0.5 -1.8 -0.134
H -9.531465 -24.451059 5.859409 0.2 -0.4 -0.5 0.066
C -2.810590 -26.079480 3.959264 0.1 -0.1 -0.5 -0.338
N -2.758419 -27.270596 -1.752966 -0.2 -0.1 -0.4 0.027
C -4.919776 -24.265849 11.551867 0.8 -0.2 -1.2 -0.080
H -0.217289 -18.211332 6.654017 0.1 0.1 0.0 0.114
H -5.150380 -17.033412 -1.366504 -0.4 -0.2 0.2 0.119
C -10.453749 -24.939206 6.174400 0.0 0.6 0.5 -0.035
H -1.683997 -17.493483 4.452133 -0.3 0.5 0.5 0.084
H -7.159443 -21.164756 -1.986843 0.0 0.7 0.6 0.082
H -4.292783 -21.879879 0.283282 0.5 -0.4 0.1 0.069
C -8.354006 -26.853916 4.575491 -0.7 0.4 0.7 -0.201
H -5.892615 -22.119043 -2.492233 0.6 -0.3 0.2 0.075
H -0.404889 -19.417561 3.147187 0.4 0.4 -0.3 0.072
H -5.649066 -20.763578 1.442334 -0.1 -0.7 0.9 0.047
C -9.254039 -27.074265 5.814114 1.1 -0.4 -0.9 -0.129
H -12.622800 -25.139609 4.433016 0.5 0.6 0.1 0.082
H -7.137746 -23.217688 2.325869 -0.3 -0.2 -0.1 0.080
C -5.488061 -26.087641 8.309697 2.1 1.2 -1.3 -0.439
H -5.822996 -17.821035 2.210190 -0.4 -0.1 0.0 0.081
H -5.360658 -16.476439 1.212883 0.2 0.0 -0.2 0.086
H -1.845013 -24.715293 -1.198422 0.2 0.0 -0.1 0.072
H -10.411092 -24.782333 7.252215 -0.2 -0.5 0.3 0.080
H -9.131951 -28.128484 2.913109 -0.5 -0.3 0.7 0.111
H -12.148515 -26.177880 1.769217 0.2 0.0 -0.3 0.076
H -10.950332 -27.254998 7.644061 -0.1 -0.3 0.1 0.085
C -4.641616 -19.706036 -2.284568 0.1 -0.7 -1.2 -0.173
C -2.549019 -21.357141 6.239923 -1.1 -0.6 -0.4 -0.449
C -11.568830 -27.110277 6.758277 0.3 0.5 0.0 -0.032
H -5.689494 -23.490511 4.172327 0.1 0.2 0.3 0.102
H -2.754763 -18.134606 5.842667 0.2 0.4 -0.2 0.072
H -9.438725 -24.669691 1.955440 -0.3 -0.2 -0.2 0.076
H -1.386614 -21.374239 3.570553 -0.5 -0.6 -1.5 0.115
O -12.522545 -26.077179 4.252703 -0.3 -0.6 0.2 -0.020
H -8.354105 -26.713966 2.512522 -0.1 0.3 -0.4 0.094
C -3.931608 -21.439288 -0.645983 -0.5 -0.2 -0.2 -0.023
H -8.607078 -26.714854 6.614343 -0.7 0.3 0.6 0.091
H -2.727323 -19.027446 0.705401 -0.3 -0.5 0.1 0.069
H -4.471781 -25.382659 6.460153 0.2 0.7 0.4 0.047
O -5.589516 -26.343473 -1.493117 0.0 -1.2 -0.5 -0.195
C -1.706901 -21.184600 7.534162 -1.0 1.6 -0.2 -0.127
H -3.958919 -19.288792 2.048911 0.6 -0.3 0.2 0.066
H -3.882385 -25.977574 2.113187 -0.3 0.1 0.1 0.049
C -5.456086 -25.668523 6.831001 0.6 -0.3 -0.7 -0.055
H -4.020588 -20.366638 -2.889561 -0.3 -0.3 -0.6 0.119
H -3.522310 -27.905081 -1.937377 -0.2 -0.2 -0.3 0.068
H -6.663533 -25.199204 -2.944221 0.4 -0.2 -0.2 0.085
H -8.041348 -25.813804 4.483285 0.0 0.4 0.6 0.083
H 0.488308 -19.809468 6.683192 0.0 -0.2 -0.4 0.113
H 0.667732 -18.460061 4.274037 -0.4 0.2 -0.2 0.085
C -0.454581 -19.272569 6.579312 -1.1 0.5 0.2 -0.135
H -2.173819 -24.881040 0.516333 0.3 0.1 0.2 0.058
H -5.296084 -23.286575 11.256045 -0.4 0.0 0.1 0.082
C 0.068038 -19.358380 4.127460 -1.5 -0.6 0.6 -0.022
C -4.450460 -25.539449 -1.190890 -0.5 0.5 0.5 -0.178
C -9.038718 -27.101705 3.266884 -0.9 0.6 -1.5 -0.121
H -3.409681 -17.990986 -2.777448 0.1 -0.2 0.0 0.115
H -5.644180 -26.452586 6.097529 -0.4 -0.7 0.6 0.063
H -6.217887 -24.934491 6.568420 0.1 0.4 0.4 0.077
N -11.194112 -26.507025 4.377810 0.2 -1.0 -1.3 -0.097
C -1.120803 -19.440047 5.169479 0.1 -0.3 1.1 -0.447
C -5.253389 -23.354039 3.182730 0.4 0.9 -0.2 -0.259
O -2.243200 -21.059155 3.868191 -0.8 -0.7 -2.5 -0.007
C -10.646020 -26.429741 5.754367 0.8 1.6 -0.5 -0.488
H -10.886143 -24.127861 2.839385 -0.2 -0.1 -0.2 0.085
H -3.835124 -24.160926 11.577054 0.3 0.0 0.0 0.079
H -7.640556 -26.290834 -1.952049 0.5 -0.5 -0.1 0.086
C -10.032250 -24.805017 2.859601 0.4 0.7 1.1 -0.063
C -3.978165 -20.773265 6.315104 0.0 0.8 -0.5 -0.020
N -5.555152 -19.689671 -0.032124 0.5 2.8 -3.0 -0.138
H -4.623231 -27.034869 3.360010 -0.2 0.1 -0.1 0.076
H -4.714434 -26.823762 8.528164 0.3 -0.2 -0.4 0.138
H -5.738120 -24.052144 9.010480 0.2 0.5 -0.2 0.128
O -4.984829 -21.943995 2.905652 -1.0 -0.6 -0.4 -0.108
H -4.714415 -21.361891 6.862426 0.3 0.1 0.5 0.087
H -2.019715 -27.834889 -1.358013 0.2 -0.2 -0.1 0.066
H -6.440483 -22.265875 -0.790846 -0.1 -0.1 -0.2 0.055
N -6.763103 -26.635604 8.600840 -0.7 -0.4 1.4 0.060
H -3.224440 -25.196957 4.447103 -0.6 0.0 -0.2 0.064
H -4.281602 -23.846558 3.149089 -0.2 -0.4 -0.1 0.087
O -2.537480 -27.047117 4.952400 0.4 0.1 0.1 -0.065
H -12.362793 -26.421325 7.046474 -0.3 -0.3 -0.1 0.080
H -11.236928 -24.256225 5.845391 -0.4 -0.2 -0.2 0.072
C -5.766838 -17.487186 1.174093 -0.4 -0.2 0.1 -0.040
N -1.814209 -20.766227 5.089491 2.7 0.7 5.3 -0.181
C -6.282282 -23.875226 2.171211 0.7 1.6 1.1 -0.051
H -3.786400 -22.202893 -1.410132 0.3 -0.3 0.2 0.077
H -3.248791 -17.714583 1.685294 -0.2 0.2 0.1 0.081
H -0.735245 -19.616310 8.701054 0.1 -0.1 0.0 0.105
H -4.343507 -21.536929 3.492687 0.4 -0.4 0.2 0.032
C -10.428402 -26.262169 3.117657 1.8 -0.7 -0.2 -0.425
H -5.471748 -19.348411 -2.893747 -0.2 -0.1 0.1 0.127
H -3.480706 -26.922691 0.158729 -0.2 0.3 0.3 0.099
H -3.271102 -27.563218 2.379532 0.4 0.0 0.4 0.080
C -5.080346 -24.897494 9.212552 -0.4 -0.3 0.4 -0.196
H -4.810003 -24.898841 -0.385630 0.5 0.3 0.5 0.094
O -6.292647 -20.315610 0.888511 -0.7 -0.6 1.7 0.002
H -3.700402 -23.171755 5.543444 0.3 0.2 -0.4 0.048
C -1.325619 -19.699207 7.788537 0.7 -1.0 -1.1 -0.168
H -2.999896 -20.893888 -0.495815 -0.1 -0.1 0.1 0.071
H -6.526137 -27.580305 8.868233 -0.7 -0.6 -0.2 0.086
H -2.228877 -19.119098 7.977528 0.0 0.2 -0.4 0.100
H -3.979605 -19.715650 6.578822 -0.1 -0.1 0.7 0.065
H -4.280515 -24.860148 -2.026229 0.6 -0.1 -0.3 0.120
H -2.847870 -18.747664 4.173556 -0.3 0.2 0.0 0.059
C -6.749890 -25.662561 -1.961388 0.3 0.6 0.8 -0.099
H -4.418064 -20.704343 5.320205 0.2 -0.4 -0.4 0.067
H -0.827250 -21.824163 7.461490 0.0 0.0 0.2 0.121
H -7.409206 -27.365955 4.757912 -0.1 -0.5 -0.4 0.102
H 0.750945 -20.199125 4.249422 -0.1 -0.2 0.1 0.081
C -6.224396 -21.576465 -1.607002 0.6 0.7 0.2 -0.013
C -3.190380 -26.345707 -0.719270 0.1 0.5 -0.5 -0.407
H -6.998126 -24.854084 -1.273752 0.1 0.3 0.2 0.067
H -10.519917 -26.386523 0.931580 -0.1 0.8 0.1 0.075
C -2.764574 -22.913109 6.038835 0.8 1.2 0.0 -0.024
H -6.926247 -26.239553 9.515514 -1.0 0.0 0.5 0.067
C -3.595849 -18.649110 1.244490 -0.7 0.1 0.0 -0.030
H -3.577648 -16.995765 -0.622018 -0.3 0.4 0.6 0.112
H -1.895333 -26.610707 5.517007 0.1 -0.3 0.4 0.081
H -2.812664 -23.420070 7.002563 0.2 0.1 0.1 0.070
H -1.861187 -23.212798 5.507642 -0.2 -0.6 -0.2 0.086
C -3.724086 -18.597268 -1.927934 -0.9 1.0 1.9 -0.173
H -9.303686 -28.146137 6.005724 -0.4 -0.2 -0.2 0.119
C -4.867454 -18.401366 0.368614 1.0 -0.9 -0.2 -0.482
H -11.242713 -27.711740 1.612405 -0.5 -0.2 0.6 0.074
H -1.908077 -25.696471 3.482938 0.5 -0.2 -0.1 0.112
C -1.945893 -25.440492 -0.390960 -1.9 0.1 -0.2 -0.042
H -6.544048 -24.891423 2.466036 0.1 -0.1 -0.7 0.070
H -5.211788 -24.529417 12.568405 -0.5 -0.3 -0.4 0.087
C -3.690677 -26.704045 2.902862 -0.4 0.3 0.0 -0.072
H -4.019720 -24.678831 9.088609 0.0 0.4 -0.6 0.121
H -2.348601 -21.404596 8.387338 0.0 -0.9 -0.1 0.115
O -5.250659 -25.266390 10.568420 -0.6 -0.2 1.2 -0.214
C -11.160166 -26.637450 1.777285 0.4 -1.1 1.2 -0.033
H -6.744936 -17.436049 0.695742 -0.1 -0.1 0.3 0.093
H -9.399555 -24.432355 3.665155 0.0 0.1 0.1 0.055
H -11.952081 -28.059370 6.383524 0.0 0.1 0.1 0.092
H -1.017324 -26.002801 -0.292557 -0.2 -0.1 0.1 0.072
C -5.092654 -20.566604 -1.125348 -0.6 0.3 0.2 -0.478
H -5.903058 -23.637898 1.177244 -0.2 -0.8 -0.2 0.049
```
Positions in Å, forces in eV/Å.

Values from the calculation:
net charge = 0
ΔE to the lowest compared entry with this formula, charge and spin = 24.2 kcal/mol
HOMO energy = -7.448 eV
E_LUMO = 0.0107 Eh
calculated total energy = -63693.9899 eV

***

# 2
ORCA calculation (the ωB97M-V functional and the def2-TZVPD basis) on C5H7NO in the gas phase.

XYZ file:
```
14
Properties=species:S:1:pos:R:3:forces:R:3:nbo_charge:R:1
H -1.534596 0.314705 -1.058444 0.0 0.0 0.1 0.237
H 2.041010 0.394741 2.271737 0.1 -0.1 0.0 0.376
C 1.063789 -0.377425 0.874562 0.1 0.0 0.2 0.444
C -1.564768 0.931137 0.957496 0.2 0.1 0.2 0.452
N 1.711687 -0.502761 1.911967 -0.3 0.1 -0.5 -0.625
H -2.661444 1.105323 0.998689 0.1 0.0 0.0 0.108
C -1.146300 -0.067373 -0.102817 0.0 0.0 0.0 -0.512
H 2.021469 -0.708669 -1.522548 -0.2 0.0 0.0 0.225
H -1.722970 -0.985720 0.091059 0.1 0.1 0.0 0.237
H 0.852262 0.456365 -2.166472 0.0 -0.1 0.1 0.209
C 0.955962 -0.471336 -1.589043 0.1 0.0 -0.1 -0.598
O -0.825150 1.509051 1.715698 -0.3 -0.3 -0.4 -0.518
C 0.336574 -0.325888 -0.218734 0.1 0.0 0.2 -0.245
H 0.472475 -1.272150 -2.163151 0.0 0.1 0.1 0.210
```
Positions in Å, forces in eV/Å.

Values from the calculation:
net charge = 0
ΔE to the lowest compared entry with this formula, charge and spin = 41.7 kcal/mol
HOMO energy = -8.565 eV
E_LUMO = 0.0318 Eh
calculated total energy = -8834.3946 eV

***

# 3
ORCA calculation (the ωB97M-V functional and the def2-TZVPD basis) on 8 unconnected molecules or ions with the total composition C35H42F24O18.

XYZ file:
```
119
Properties=species:S:1:pos:R:3:forces:R:3:lowdin_charge:R:1
H -5.511774 18.837156 12.261689 -0.3 -0.2 0.3 0.128
C -4.630134 14.712891 11.255784 0.6 0.0 0.1 -0.543
C -4.387785 13.933363 13.486750 0.7 -0.4 -0.2 -0.047
C -5.492887 12.309094 15.108956 -0.7 -0.6 0.1 -0.301
H -3.588226 21.199232 11.612230 0.1 0.0 -0.1 0.171
C -7.870578 8.605211 18.110469 -0.1 0.8 0.6 -0.561
O -9.148788 8.086302 10.028932 0.0 -0.2 -0.2 0.172
C -3.604161 19.416596 12.838000 0.4 0.0 0.3 -0.469
H 0.973227 10.922581 17.579949 0.2 0.2 0.1 0.089
C -1.302386 9.926435 15.119525 -0.4 0.5 0.0 -0.569
H -5.092398 20.375136 6.080223 -0.6 -0.3 -0.7 0.132
C -6.390740 18.967399 7.224216 1.5 0.2 0.6 -0.339
O -1.443681 8.896822 14.547792 0.2 -0.3 0.1 0.164
C 0.427370 12.922115 11.191071 -0.2 -1.0 0.2 -0.074
C -0.748299 14.337057 12.500989 0.0 0.2 -0.7 -0.569
C -5.528896 7.329602 20.678678 -0.1 -0.5 -0.6 -0.427
H -7.239424 11.118017 12.192392 0.0 0.1 0.4 0.116
H 0.798554 13.556104 8.631647 -0.2 0.0 -0.2 0.094
H -6.041705 6.905214 18.652784 0.5 0.4 0.2 0.149
C -5.091774 19.399528 13.093403 0.4 -0.5 -0.9 -0.040
H -6.402506 12.198328 15.704482 0.0 0.0 0.0 0.161
F -6.586251 13.078993 13.222598 -0.1 0.2 -0.1 0.117
H -2.491186 12.574884 15.674060 0.2 -0.7 -0.1 0.102
C -8.151165 20.076443 6.303764 -0.1 -0.4 0.3 -0.560
H -4.805989 13.326266 18.572030 0.0 0.0 -0.1 0.088
H -1.337366 13.332800 10.020474 0.0 0.0 -0.1 0.152
O -7.745297 18.886153 6.831760 0.0 0.2 -0.1 0.096
F -6.206944 23.257888 12.752064 0.3 0.1 0.0 0.127
C -1.489623 12.173288 15.501156 0.9 0.3 0.1 -0.089
O -7.780926 9.493443 11.149136 -0.2 -0.5 0.1 0.062
F -6.411769 10.215863 17.284452 -0.2 0.3 -0.2 0.088
C -7.028188 9.063080 16.926315 1.0 -0.6 0.0 -0.282
O -3.522142 15.736463 21.737693 0.4 0.2 0.3 0.174
H 0.221640 11.870675 10.990585 0.1 0.0 -0.1 0.141
C -8.990365 8.990865 10.775161 0.3 0.3 0.2 -0.570
H -7.884294 9.765704 13.212912 0.1 0.0 0.0 0.129
H -6.241620 8.331100 16.715587 -0.1 0.0 -0.1 0.180
O -9.262795 20.290235 5.958612 -0.2 0.1 -0.2 0.172
F -4.687252 6.282362 20.416651 0.1 0.3 0.2 0.107
H -7.056659 14.281383 20.293767 0.1 0.0 0.4 0.148
H -6.269465 12.356276 18.725498 -0.1 0.0 0.2 0.075
H -4.110177 8.412621 21.841244 -0.2 0.0 0.0 0.176
H -9.731973 11.866143 13.917292 0.1 0.0 -0.1 0.088
H -5.576063 20.997540 7.573327 -0.3 -0.2 0.2 0.129
C -7.984927 10.337312 12.287741 0.2 0.2 -0.4 -0.093
H -0.380848 14.849480 8.417807 0.2 0.3 0.0 0.087
H -0.935410 13.023688 15.103064 0.4 -0.2 0.2 0.115
C -9.403683 10.818507 12.090504 -0.5 -0.4 -0.6 -0.312
O -4.672589 13.841366 22.161809 0.0 0.1 0.0 0.067
F -5.333078 15.698903 9.206163 0.0 -0.5 -0.2 0.115
C -5.665329 13.471894 14.132375 0.3 0.5 0.7 -0.434
H 0.738699 12.698737 17.571052 -0.2 0.0 0.1 0.088
C -6.022690 13.929367 20.239920 -0.4 0.2 -0.3 -0.303
F -7.534219 23.168069 14.504815 0.3 0.1 -0.1 0.099
F -5.517383 21.517757 15.045795 -0.3 -0.2 0.0 0.151
O -1.295243 14.843742 13.426243 0.0 -0.1 0.7 0.156
O -0.056532 13.180901 12.520103 -0.1 0.3 0.0 0.064
C -4.681570 8.574272 20.919198 0.7 0.3 0.9 -0.293
O -7.101916 8.564277 19.245659 -0.4 0.0 0.3 0.042
H -6.395984 14.015547 18.147324 0.2 0.0 -0.1 0.084
F -5.170395 16.975212 10.947630 0.1 -0.3 0.0 0.067
F -3.361792 14.785278 10.791902 -0.2 -0.1 -0.4 0.157
H -5.326208 17.872264 5.649218 0.1 0.3 0.1 0.090
O -7.140994 20.959897 6.265407 0.5 -0.1 -0.4 0.079
H -9.456684 11.661727 11.395162 0.2 0.0 0.1 0.159
H -6.241779 18.953976 8.309919 -0.9 -0.1 0.1 0.144
F -4.452214 12.495439 15.948265 -0.1 0.2 0.0 0.079
H 1.151795 11.862364 16.086941 0.0 -0.1 0.0 0.092
C -4.366543 14.958388 21.460847 -0.5 -0.2 -0.2 -0.569
F -5.071069 13.465762 10.978677 -0.1 -0.1 -0.1 0.147
H -4.635628 17.736820 7.313137 0.2 0.2 -0.2 0.086
F -7.228790 20.329583 14.405294 -0.2 0.0 0.1 0.155
O -4.621504 14.997865 12.578712 -0.8 -0.2 0.0 0.063
O -5.561070 20.739898 12.959331 -0.5 -0.2 0.5 0.030
O -0.764027 14.861433 11.262127 0.0 0.1 -0.2 0.071
C -3.263608 20.160667 11.555540 0.0 0.4 -0.2 -0.298
C -6.316742 21.221926 13.987923 1.4 0.5 -0.2 -0.551
F -3.117432 18.159393 12.758695 -0.2 -0.2 0.0 0.136
F -5.285427 11.156806 14.424769 0.2 0.1 0.0 0.098
C -0.414128 13.835587 10.312806 0.5 0.3 0.5 -0.319
F -6.214137 14.489746 14.861667 -0.1 0.0 -0.1 0.115
C -0.864002 11.473080 16.725735 -0.7 1.2 0.3 -0.302
O -9.974972 9.687519 11.374667 -0.1 0.1 0.2 0.081
H -7.268939 6.510538 19.699124 -0.3 0.4 0.7 0.152
C -5.863757 13.363033 18.838340 0.4 -0.1 0.1 -0.021
F -5.484010 9.655406 21.087488 0.1 -0.1 -0.1 0.088
C 0.588156 11.774046 17.019813 0.1 -0.4 -0.5 -0.015
C -5.944485 20.355763 6.766678 0.5 0.8 0.5 -0.085
H -3.932145 13.041253 13.042673 0.0 0.2 -0.3 0.161
F -1.945748 20.110195 11.297281 0.2 -0.1 0.1 0.111
H -10.352876 10.228638 13.952114 0.1 -0.1 -0.2 0.092
F -3.913601 19.545324 10.527921 -0.1 0.0 -0.1 0.078
C 0.310699 14.406533 9.126966 0.3 -0.9 -0.3 -0.015
C -5.522587 15.716203 10.530253 -0.1 1.5 0.5 -0.255
C -6.537207 7.307539 19.547332 0.2 -1.0 -1.4 -0.057
H -1.488800 11.742146 17.578960 0.1 -0.4 0.2 0.148
H -3.659666 14.313399 14.199946 -0.3 0.0 0.3 0.142
C -5.644945 13.067651 21.455353 0.0 0.1 -0.4 -0.074
H 1.506633 13.068345 11.156153 0.0 0.4 -0.1 0.138
H -7.863019 22.108161 12.861862 0.2 0.4 -0.2 0.176
O -1.042193 10.081529 16.433905 0.0 0.0 0.0 0.088
O -5.176094 15.075590 20.386460 0.0 0.0 -0.2 0.080
F -8.842072 9.510164 18.333587 0.0 -0.1 -0.1 0.165
H -5.262091 18.906280 14.045957 -0.3 0.2 0.1 0.160
H -6.576262 15.620525 10.789910 -0.1 -0.5 -0.2 0.179
O -1.433691 11.133650 14.531872 -0.5 0.1 -0.6 0.057
C -7.018523 22.474733 13.461595 -1.3 -0.6 0.3 -0.304
H -6.531671 12.916103 22.065019 0.2 -0.2 0.3 0.134
F -7.750775 9.253616 15.811009 -0.3 0.2 0.1 0.108
H 1.149398 15.041544 9.404058 -0.3 0.4 0.2 0.095
F -8.438500 7.421949 17.844563 -0.2 -0.2 -0.2 0.163
H -5.168517 12.130324 21.177284 -0.2 -0.1 0.0 0.116
C -10.222729 11.098659 13.308184 0.0 0.4 0.8 -0.023
F -3.778997 8.833430 19.950648 -0.5 -0.1 -0.4 0.104
C -5.542764 17.830158 6.718272 -0.4 -0.9 -0.4 -0.031
F -6.127347 7.051767 21.860708 -0.1 0.2 0.1 0.125
H -6.069173 16.881522 6.856452 -0.1 0.1 0.1 0.082
F -2.975489 20.017310 13.879880 0.1 0.3 0.0 0.127
H -11.204010 11.501746 13.064423 0.0 -0.1 -0.2 0.088
```
Positions in Å, forces in eV/Å.

Values from the calculation:
net charge = 0
HOMO energy = -10.962 eV
E_LUMO = 0.0026 Eh
calculated total energy = -139052.4545 eV